[1]
C5H6N2 | the ωB97M-V functional and the def2-TZVPD basis

```
13
C5H6N2 (the ωB97M-V functional and the def2-TZVPD basis)
N 1.15291 -0.56528 2.72019
C 0.35866 -0.59117 1.87986
C -0.63904 -0.47979 0.80579
C -0.39676 0.84856 0.06310
C -0.13599 -0.59895 -1.34653
C 0.90611 0.30509 -0.86774
N -0.66416 -1.33495 -0.42090
H -1.63133 -0.61743 1.26757
H -0.08666 1.76356 0.52123
H -1.38922 1.06451 -0.42777
H -0.58802 -0.46401 -2.32362
H 1.41483 1.11959 -1.38159
H 1.70972 -0.35043 -0.43146
```

The charge is 0. As for the total energy: -8258.8590 eV. The value obtained for the energy above the lowest of the compared OMol25 structures with the same formula, charge and spin is 337.6 kJ/mol. Its frontier orbital gap is 10.06 eV. The HOMO energy comes out at -9.48 eV.

---

[2]
C5H6N2 | the ωB97M-V functional and the def2-TZVPD basis

```
13
C5H6N2 (the ωB97M-V functional and the def2-TZVPD basis)
N -0.45449 2.00136 -1.14439
C -0.19305 0.83444 -0.45807
C -0.75251 -0.42603 -0.77673
C -0.57990 -1.56073 -0.02056
C 0.50683 -1.60548 0.91488
N 1.05785 -0.35739 1.24322
C 0.70579 0.68743 0.54025
H -0.36594 2.85186 -0.78506
H -1.35153 1.87047 -1.73276
H -1.46595 -0.55300 -1.58984
H -1.30023 -2.36978 -0.24157
H 0.97281 -2.52420 1.45045
H 1.16441 1.63915 1.00838
```

The charge is 0. As for the total energy: -8261.1862 eV. The value obtained for the energy above the lowest of the compared OMol25 structures with the same formula, charge and spin is 113.1 kJ/mol. Its frontier orbital gap is 9.28 eV. Its SMILES is Nc1cccnc1. The HOMO energy comes out at -8.33 eV.

---

[3]
C5H6N2 | the ωB97M-V functional and the def2-TZVPD basis

```
13
C5H6N2 (the ωB97M-V functional and the def2-TZVPD basis)
C -2.18961 -0.04093 0.17665
C -0.75451 0.26335 -0.27279
C 0.38859 0.81838 0.46598
C 1.98178 0.98291 0.03757
N 2.49161 -0.25809 -0.04524
C 1.47235 -1.11632 -0.08917
N 0.25275 -0.58214 0.39425
H -2.96488 0.62417 -0.38936
H -2.34352 0.27670 1.24307
H -2.28699 -1.08907 -0.09822
H -0.47500 0.42686 -1.29104
H 2.57758 1.83589 0.23306
H 1.84987 -2.14170 -0.36477
```

The charge is 0. As for the total energy: -8257.6675 eV. The value obtained for the energy above the lowest of the compared OMol25 structures with the same formula, charge and spin is 452.6 kJ/mol. Its frontier orbital gap is 8.49 eV. Its SMILES is C[C@H]1c2cncn21. The HOMO energy comes out at -8.35 eV.

---

[4]
C5H6N2 | the ωB97M-V functional and the def2-TZVPD basis

```
13
C5H6N2 (the ωB97M-V functional and the def2-TZVPD basis)
C 0.50044 0.87924 -0.56296
C 1.72314 0.40074 0.32933
C 0.49849 -0.34721 0.75561
N 0.07475 -1.54116 0.46278
C -1.23052 -1.32935 0.08247
C -1.54847 0.00074 0.05842
N -0.45001 0.71090 0.61615
H -0.38619 0.18610 -1.15631
H 0.50511 1.78588 -1.15111
H 2.53383 -0.17276 -0.12013
H 2.11099 1.11886 1.08292
H -1.84173 -2.16749 -0.22540
H -2.48982 0.47553 -0.17177
```

The charge is 0. As for the total energy: -8258.1061 eV. The value obtained for the energy above the lowest of the compared OMol25 structures with the same formula, charge and spin is 410.3 kJ/mol. Its frontier orbital gap is 10.08 eV. The HOMO energy comes out at -9.05 eV.

---

[5]
C5H6N2O | the ωB97M-V functional and the def2-TZVPD basis

```
14
C5H6N2O (the ωB97M-V functional and the def2-TZVPD basis)
C 1.26714 -0.26269 0.49614
C 0.79152 1.31560 0.00866
C -0.48997 0.58582 -0.01757
C -1.99138 0.65855 -0.14095
C -0.13689 -0.61936 0.00025
H 2.14374 -1.07542 -1.19591
H 1.51567 -0.31624 1.62192
H 1.04291 2.05805 0.60385
H 1.27588 1.55865 -0.97910
H -2.85251 1.46554 0.05662
H -1.31395 -2.58821 -0.45736
N -2.36442 -0.51040 0.00683
N -1.26087 -1.44385 0.19054
O 2.37313 -0.82605 -0.19394
```

The charge is 0. As for the total energy: -10304.0515 eV. The value obtained for the energy above the lowest of the compared OMol25 structures with the same formula, charge and spin is 535.7 kJ/mol. Its frontier orbital gap is 10.00 eV. The HOMO energy comes out at -9.47 eV.

---

[6]
C5H6N2O | the ωB97M-V functional and the def2-TZVPD basis

```
14
C5H6N2O (the ωB97M-V functional and the def2-TZVPD basis)
N 1.80221 1.15608 2.01264
C 0.67780 1.04897 1.77426
C -0.71902 0.85042 1.61600
C -1.48806 0.03104 2.28512
N -2.03519 -0.67020 3.09549
H -1.18607 1.26111 0.59334
H -2.62289 -0.49272 3.88519
C 1.07398 -1.04248 -1.93886
C 0.41637 0.25883 -2.45251
O -0.71509 0.64772 -2.42132
H 1.88771 -0.60131 -1.23346
H 1.51480 -1.62600 -2.76161
H 0.32671 -1.74524 -1.41219
H 1.06675 0.92378 -3.04207
```

The charge is 0. As for the total energy: -10306.9320 eV. The value obtained for the energy above the lowest of the compared OMol25 structures with the same formula, charge and spin is 257.8 kJ/mol. Its frontier orbital gap is 10.06 eV. Its SMILES is N#CC=C=N.CC=O. The HOMO energy comes out at -9.47 eV.

---

[7]
C5H6N2O | the ωB97M-V functional and the def2-TZVPD basis

```
14
C5H6N2O (the ωB97M-V functional and the def2-TZVPD basis)
C 2.36000 0.42783 -0.03677
C 1.01017 0.69848 0.00809
C 0.49609 -0.52805 -0.15984
N -0.77575 -0.98440 -0.44533
C -1.59176 0.22493 -0.64156
C -1.66430 -0.46655 0.67667
O 1.33120 -1.53394 -0.08095
N 2.53954 -0.79454 -0.17058
H 2.98760 1.32704 0.39468
H 0.43274 1.50980 0.18518
H -2.35354 0.04299 -1.41565
H -1.05016 1.09003 -0.71151
H -1.29832 0.25625 1.36481
H -2.42353 -1.26986 1.03277
```

The charge is 0. As for the total energy: -10304.7435 eV. The value obtained for the energy above the lowest of the compared OMol25 structures with the same formula, charge and spin is 468.9 kJ/mol. Its frontier orbital gap is 9.97 eV. Its SMILES is c1cc(N2CC2)on1. The HOMO energy comes out at -9.11 eV.

---

[8]
C5H6N2O | the ωB97M-V functional and the def2-TZVPD basis

```
14
C5H6N2O (the ωB97M-V functional and the def2-TZVPD basis)
O -2.34332 -0.81755 -0.35004
C -1.29753 -0.12510 0.30092
C -0.79575 1.25025 -0.09139
N 0.50621 0.68812 0.09691
N 1.84947 0.88632 0.00977
C 2.27017 -0.32174 -0.01981
C 1.29536 -1.38573 -0.10408
C 0.14387 -0.61672 0.15041
H -3.07607 -0.19202 -0.32721
H -1.53852 -0.10485 1.32749
H -0.90963 1.50041 -1.25514
H -1.00763 2.12197 0.52732
H 3.30176 -0.48398 -0.26003
H 1.60161 -2.39938 -0.00511
```

The charge is 0. As for the total energy: -10306.8387 eV. The value obtained for the energy above the lowest of the compared OMol25 structures with the same formula, charge and spin is 266.8 kJ/mol. Its frontier orbital gap is 9.80 eV. Its SMILES is O[C@@H]1Cn2nccc21. The HOMO energy comes out at -9.22 eV.

---

How do the records compare in lowest unoccupied orbital energy? In the order shown, they have 0.58 0.94 0.14 1.03 0.53 0.60 0.86 0.58 eV.